# 1
77
Properties=species:S:1:pos:R:3:forces:R:3:mulliken_charge:R:1 method="wB97M-V/def2-TZVPD" e_above_lowest_kj_mol=0.0 e_homo_ev=-16.40 e_tot_ha=-4159.24415 total_charge=+3 multiplicity=1 orbital_gap_ev=8.523
Ga -1.0434 -0.0210 0.0405 -0.9 0.3 -0.2 -0.147
N -2.8599 2.8146 0.5232 -0.4 0.4 0.1 0.025
C -2.1630 2.4236 1.6382 0.3 -0.1 0.5 0.739
C -2.3124 3.1760 2.8144 0.1 -0.1 0.0 -0.799
C -1.5883 2.8358 3.9340 0.0 -0.1 -0.4 -0.654
C -0.7140 1.7472 3.8653 0.1 -0.1 -0.2 -1.124
C -0.6384 1.0433 2.6897 0.3 0.1 0.4 -0.621
N -1.3559 1.3564 1.5935 -0.1 0.1 -0.4 0.508
C -2.7577 2.4322 -0.7866 -0.1 0.0 -0.6 0.826
C -3.3348 3.2841 -1.7476 0.1 -0.1 0.0 -0.841
C -3.2530 2.9744 -3.0831 0.1 -0.1 0.3 -0.633
C -2.6133 1.7879 -3.4538 0.1 -0.1 0.1 -1.017
C -2.0836 0.9977 -2.4697 -0.1 0.0 -0.6 -0.158
N -2.1450 1.2934 -1.1548 0.3 -0.4 0.6 0.582
H -3.4105 3.6593 0.6520 0.2 -0.3 0.0 0.245
H -2.9831 4.0200 2.8328 -0.1 0.1 0.0 0.530
H -1.6853 3.4070 4.8430 0.0 0.1 0.1 0.485
H -0.1173 1.4601 4.7145 0.1 -0.1 0.1 0.611
H 0.0239 0.1881 2.5725 0.0 0.1 0.2 0.770
H -3.8250 4.1904 -1.4225 0.0 0.1 0.0 0.496
H -3.6633 3.6418 -3.8262 -0.1 0.0 0.0 0.471
H -2.5370 1.4966 -4.4878 0.0 -0.1 -0.1 0.557
H -1.5759 0.0662 -2.6987 -0.1 0.3 -0.1 0.231
C 0.8425 -2.2924 -2.1220 -0.2 0.2 0.1 -1.469
P -0.8726 -2.0834 -1.5284 0.3 -0.4 0.0 0.981
C -1.9080 -2.4758 -2.9891 0.1 0.3 0.2 -1.394
C -1.1702 -3.5115 -0.4392 0.0 0.2 0.0 0.490
C -0.8664 -4.7870 -0.9093 0.0 0.1 0.0 -0.954
C -1.1288 -5.9071 -0.1389 0.0 0.0 0.0 -0.973
C -1.6996 -5.7637 1.1168 0.0 0.0 0.0 -0.832
C -2.0043 -4.5020 1.5988 0.0 0.1 0.0 -1.043
C -1.7484 -3.3682 0.8298 0.1 0.1 0.0 0.327
P -2.1906 -1.7330 1.4714 -0.1 -0.2 -0.2 1.499
C -2.1210 -1.8176 3.2902 0.1 0.1 -0.2 -1.444
C -3.9583 -1.5332 1.0656 0.2 0.2 0.1 -1.405
H 0.9727 -3.2736 -2.5790 0.0 0.0 0.0 0.624
H 1.5375 -2.1849 -1.2876 0.0 0.0 0.0 0.313
H 1.0556 -1.5215 -2.8651 0.0 0.0 0.0 0.408
H -1.8231 -3.5407 -3.2045 0.0 0.0 0.0 0.495
H -1.5666 -1.9089 -3.8552 0.0 0.0 0.0 0.467
H -2.9527 -2.2403 -2.7899 0.0 0.0 0.0 0.373
H -0.4247 -4.9136 -1.8875 0.0 -0.1 -0.1 0.347
H -0.8921 -6.8890 -0.5204 0.0 -0.1 0.0 0.455
H -1.9052 -6.6342 1.7220 0.0 0.0 0.0 0.451
H -2.4451 -4.4028 2.5787 0.0 -0.1 0.1 0.367
H -2.9192 -2.4595 3.6658 0.0 0.0 -0.1 0.594
H -2.2601 -0.8169 3.7013 0.0 -0.1 0.0 0.389
H -1.1538 -2.2093 3.6092 -0.1 0.0 0.0 0.456
H -4.5074 -2.4186 1.3877 0.0 0.0 0.0 0.534
H -4.0891 -1.4066 -0.0103 0.0 0.0 0.0 0.323
H -4.3556 -0.6593 1.5824 0.0 0.0 0.0 0.422
C 4.9413 2.3414 -1.2637 0.8 0.2 0.1 -0.963
N 3.6150 1.8228 -1.4742 -0.5 0.0 -0.5 -0.001
N 2.9029 1.2312 -0.4731 -0.5 -0.2 0.2 0.683
C 1.6403 1.0112 -0.9098 -0.6 -0.1 -0.2 0.578
O 0.7076 0.4899 -0.1441 1.1 0.0 0.2 0.014
C 1.5805 1.4436 -2.2310 0.0 0.0 0.1 -0.375
C 2.8307 1.9585 -2.5506 -0.3 -0.3 0.3 0.110
C 3.2898 2.5632 -3.8153 0.2 0.2 -0.1 -1.774
C 3.5065 0.9133 0.7738 0.3 -0.2 0.5 -0.210
C 4.6346 0.0992 0.7912 -0.2 0.0 0.0 0.078
C 5.2889 -0.1223 1.9905 0.0 0.1 -0.1 -0.811
C 4.8189 0.4621 3.1558 0.0 0.0 0.0 -0.514
C 3.6695 1.2355 3.1325 -0.1 0.0 0.1 -0.876
C 3.0035 1.4678 1.9416 0.0 0.0 -0.2 -0.211
H 5.0595 2.6125 -0.2159 0.0 0.1 -0.1 0.376
H 5.0759 3.2303 -1.8750 -0.1 0.0 0.0 0.396
H 5.7114 1.6155 -1.5266 -0.1 0.0 0.0 0.356
H 0.7202 1.4037 -2.8675 -0.1 0.1 -0.2 0.572
H 2.5438 2.4280 -4.5928 0.0 0.0 0.0 0.404
H 4.2261 2.1166 -4.1429 0.1 0.0 -0.1 0.396
H 3.4583 3.6322 -3.6948 0.0 0.1 0.0 0.391
H 5.0044 -0.3416 -0.1216 0.0 -0.1 -0.1 0.570
H 6.1729 -0.7364 2.0101 0.1 -0.1 0.0 0.448
H 5.3555 0.3199 4.0810 0.0 0.0 0.1 0.453
H 3.3089 1.6862 4.0436 0.0 0.1 0.1 0.451
H 2.1238 2.0948 1.9026 0.0 0.1 0.0 0.575


# 2
74
Properties=species:S:1:pos:R:3:forces:R:3:mulliken_charge:R:1 method="wB97M-V/def2-TZVPD" e_above_lowest_kj_mol=0.0 e_homo_ev="-16.57 / -16.57" e_tot_ha=-3891.14088 total_charge=+3 multiplicity=1 orbital_gap_ev="5.245 / 5.243"
Mo -0.0550 1.2128 0.1012 -0.5 0.4 -0.4 0.141
C -2.6851 1.4660 -2.2595 0.0 0.0 0.0 -0.213
C -1.6104 1.8731 -3.2682 0.0 0.0 0.0 -0.602
C -0.2033 2.1131 -2.7100 0.0 0.0 0.0 -1.318
N 0.2766 1.0430 -1.8083 0.1 -0.3 0.2 0.137
C 1.0661 0.0009 -2.2055 0.0 0.0 -0.1 0.915
C 1.0926 -0.3964 -3.5478 0.0 0.1 0.0 -0.170
C 1.7688 -1.4325 -4.1556 0.0 0.0 0.0 -0.937
C 2.5976 -2.3890 -3.5760 0.0 0.0 0.0 -0.749
C 2.9607 -2.4965 -2.2448 0.0 0.0 0.0 -0.611
C 2.6409 -1.6694 -1.1782 0.1 0.0 0.0 -0.198
C 1.8273 -0.5366 -1.1164 -0.1 -0.1 0.1 0.680
N 1.6605 0.1764 0.0681 0.1 0.0 -0.2 0.459
C 2.7916 0.1137 1.0200 0.0 -0.1 0.0 -0.874
C 2.6159 0.9289 2.2861 0.0 0.1 0.0 -0.752
C 2.0437 2.3117 2.0241 0.0 -0.1 0.1 -1.368
N 0.6264 2.1631 1.6711 0.1 0.1 -0.1 0.047
C -0.4048 2.5611 2.4884 0.0 0.0 0.1 1.104
C -0.2005 2.7126 3.8688 0.0 0.0 -0.1 -0.147
C -1.0608 3.1284 4.8649 0.0 0.0 0.0 -0.898
C -2.4020 3.4839 4.7721 0.0 0.0 0.0 -0.528
C -3.2041 3.4826 3.6400 0.0 0.0 0.0 -0.850
C -2.8642 3.1717 2.3356 0.0 0.0 -0.1 0.002
C -1.6439 2.7686 1.7778 0.0 0.0 0.1 0.473
N -1.5459 2.5059 0.4241 0.2 0.0 0.3 0.351
C -2.3251 3.3459 -0.5250 0.0 -0.1 0.0 -1.218
C -3.2975 2.5671 -1.3986 0.0 0.0 0.0 -0.869
H -3.4983 0.9954 -2.8138 0.0 0.0 0.0 0.580
H -2.3055 0.6690 -1.6105 0.0 0.0 0.0 -0.153
H -1.5544 1.1007 -4.0380 0.0 0.0 0.0 0.364
H -1.9002 2.7879 -3.7930 0.0 0.0 0.0 0.484
H 0.5275 2.2412 -3.5109 0.0 0.0 0.0 0.737
H -0.1558 3.0448 -2.1392 0.0 0.0 0.0 0.335
H 0.4698 0.1929 -4.2093 0.0 0.0 0.0 0.218
H 1.6151 -1.5247 -5.2245 0.0 0.0 0.0 0.454
H 3.0003 -3.1394 -4.2465 0.0 0.0 0.0 0.432
H 3.6004 -3.3350 -1.9959 0.0 0.0 0.0 0.502
H 3.0795 -1.9801 -0.2419 0.0 0.0 0.0 0.146
H 2.9662 -0.9211 1.3159 0.0 0.0 0.0 0.401
H 3.6799 0.4538 0.4810 0.0 0.0 0.0 0.612
H 1.9790 0.4024 3.0000 0.0 0.0 0.0 0.218
H 3.6007 1.0225 2.7461 0.0 0.0 0.0 0.521
H 2.1496 2.9695 2.8831 0.0 0.0 0.0 0.576
H 2.5551 2.8053 1.1953 0.0 0.0 0.0 0.370
H 0.7907 2.4535 4.2172 0.0 0.0 0.0 0.324
H -0.6305 3.1681 5.8587 0.0 0.0 0.0 0.425
H -2.8839 3.7755 5.6981 0.0 0.0 0.0 0.402
H -4.2410 3.7567 3.7944 0.0 0.0 0.0 0.442
H -3.6867 3.2248 1.6327 0.0 0.0 0.0 0.412
H -2.8414 4.1205 0.0401 0.0 0.0 0.0 0.814
H -1.6022 3.8837 -1.1394 0.0 0.0 0.0 0.155
H -4.0762 2.1255 -0.7718 0.0 0.0 0.0 0.430
H -3.7983 3.3020 -2.0335 0.0 0.0 0.0 0.387
C 1.4607 -5.9306 -0.4848 0.0 0.0 0.0 -1.675
C 0.8128 -4.6120 -0.1768 0.0 0.0 0.0 0.507
C -0.0450 -3.9985 -1.0854 0.0 0.0 -0.1 -0.785
C -0.6811 -2.7944 -0.8081 -0.1 0.0 -0.1 0.541
C -1.6462 -2.2175 -1.8116 0.0 0.0 0.0 -1.561
C -0.4354 -2.2092 0.4379 0.1 0.2 0.2 0.893
Se -1.3904 -0.5990 0.8799 0.0 -0.1 0.0 0.003
C 0.4077 -2.7922 1.3947 0.0 0.0 0.1 0.950
C 0.6102 -2.2544 2.7915 0.0 0.0 -0.1 -1.852
C 1.0302 -3.9860 1.0494 0.0 0.0 0.0 -0.743
H 1.2657 -6.2472 -1.5078 0.0 0.0 0.0 0.393
H 1.0757 -6.7039 0.1817 0.0 0.0 0.0 0.417
H 2.5402 -5.8907 -0.3290 0.0 0.0 0.0 0.390
H -0.2501 -4.4867 -2.0320 0.0 0.0 0.0 0.423
H -1.6065 -2.7762 -2.7448 0.0 0.0 0.0 0.446
H -1.4358 -1.1676 -2.0359 0.0 -0.1 0.0 0.095
H -2.6730 -2.2714 -1.4444 0.0 0.0 0.0 0.378
H 0.2966 -1.2171 2.9062 0.0 0.0 0.0 0.150
H 1.6551 -2.3366 3.0934 0.0 0.0 0.0 0.423
H 0.0317 -2.8495 3.5005 0.0 0.0 0.0 0.486
H 1.6714 -4.4651 1.7827 0.0 0.0 0.0 0.522


# 3
74
Properties=species:S:1:pos:R:3:forces:R:3:lowdin_spin:R:1 method="wB97M-V/def2-TZVPD" e_above_lowest_kj_mol=0.0 e_homo_ev="-0.31 / -1.52" e_tot_ha=-2326.65340 total_charge=-1 multiplicity=2 orbital_gap_ev="2.670 / 3.866"
Ti 0.0606 -0.4969 1.2492 1.1 0.6 1.6 -0.155
N -0.5568 -2.0235 2.7807 0.8 1.1 -0.9 0.231
N 0.1628 -2.2648 -0.3884 -0.3 -0.7 -2.0 0.057
C 1.4162 1.4687 0.7079 0.3 -0.3 1.1 -0.004
C 2.1845 0.2756 0.9780 -0.3 0.3 0.7 -0.003
C 1.9220 -0.1092 2.3531 0.0 0.9 -0.7 -0.019
C 2.5741 -1.2156 3.1120 0.2 -0.2 0.3 -0.005
H 3.1312 -1.8878 2.4490 -0.1 0.1 0.1 0.000
H 1.8346 -1.8189 3.6543 0.1 0.1 -0.2 0.001
H 3.2873 -0.8269 3.8557 0.0 0.0 -0.1 -0.002
C 1.0129 0.8678 2.9081 0.6 0.3 -0.9 0.006
C 0.5322 0.9044 4.3104 0.0 0.1 0.6 0.003
H 1.2823 1.3405 4.9866 -0.1 0.0 0.0 0.001
H 0.3163 -0.0973 4.7008 0.0 0.1 -0.2 0.001
H -0.3776 1.5125 4.4041 0.1 -0.2 0.0 0.000
C 0.7902 1.8788 1.9175 0.7 -1.4 -0.1 -0.002
C 0.2189 3.2229 2.1664 -0.6 0.2 -0.2 0.000
H -0.4867 3.2179 3.0002 -0.1 0.0 -0.1 0.000
H -0.2773 3.6193 1.2726 -0.1 0.0 0.1 0.000
H 1.0060 3.9412 2.4260 0.0 -0.1 0.0 0.000
C 3.2339 -0.3159 0.0930 0.2 -0.3 -0.2 0.003
H 4.2068 -0.3694 0.6084 -0.2 0.0 -0.1 0.001
H 3.3899 0.3002 -0.8004 -0.1 -0.1 0.1 0.000
H 2.9981 -1.3378 -0.2391 0.0 0.2 0.0 0.000
C 1.3667 2.2209 -0.5769 0.0 0.4 -0.4 -0.002
H 0.3339 2.3627 -0.9406 0.3 -0.1 0.0 0.000
H 1.9173 1.7100 -1.3765 -0.2 0.0 0.2 0.000
H 1.8073 3.2277 -0.4865 0.0 -0.1 0.0 -0.001
C -1.3253 -2.3587 3.8476 -1.1 -1.0 0.9 0.167
H -1.4170 -1.5965 4.6255 -0.1 -0.3 0.0 0.017
C -1.9819 -3.5868 3.9005 0.1 1.0 0.1 0.045
H -2.6705 -3.7809 4.7232 0.2 0.0 -0.1 -0.002
C -1.8143 -4.5213 2.8676 -1.6 -1.2 1.1 0.249
H -2.3987 -5.4460 2.8415 0.2 0.3 0.2 0.022
C -0.8539 -4.2677 1.9018 1.5 1.7 -0.8 0.108
H -0.5888 -4.9760 1.1146 0.0 0.1 0.3 0.005
C -0.2443 -3.0077 1.8987 -0.7 -2.8 -0.2 0.090
C 0.6949 -2.5873 0.8742 1.0 1.4 0.4 0.019
H 1.7434 -2.9076 0.8838 -0.5 0.0 -0.1 0.003
C -0.0064 -0.9309 -0.7625 0.5 -0.3 0.3 0.050
C -0.0023 -3.1095 -1.4672 -0.2 0.6 -0.2 -0.005
H 0.0677 -4.1770 -1.3410 -0.1 0.0 -0.1 0.000
C -0.1666 -2.3193 -2.5525 0.1 -1.0 -0.4 0.025
H -0.2852 -2.5891 -3.5900 0.0 0.1 0.0 0.004
N -0.1133 -0.9941 -2.1216 -0.3 0.1 -0.7 0.035
C -0.0568 0.1007 -3.0435 0.1 -0.6 -0.1 0.003
C 1.1384 0.3250 -3.7561 -0.6 0.3 0.2 0.002
C 1.1921 1.4515 -4.5808 -0.4 0.0 0.1 0.000
H 2.1104 1.6639 -5.1282 -0.1 0.0 0.1 0.000
C 0.0885 2.2956 -4.7242 0.1 -0.1 0.2 0.001
C 0.1801 3.5413 -5.5516 0.0 0.2 -0.3 0.000
H 0.1541 4.4562 -4.9378 0.1 -0.3 -0.1 0.000
H -0.6677 3.5867 -6.2453 0.2 0.1 0.0 0.000
H 1.1041 3.5356 -6.1387 -0.1 0.1 0.1 0.000
C -1.1199 1.9635 -4.1106 0.2 -0.4 0.1 0.000
H -2.0077 2.5731 -4.2699 0.1 0.0 -0.1 0.000
C -1.2260 0.8267 -3.3063 0.6 0.3 -0.1 0.001
C -2.5477 0.3711 -2.7713 -0.4 0.1 0.3 0.001
H -2.8441 -0.6102 -3.1676 0.2 0.2 0.1 0.001
H -3.3251 1.0865 -3.0537 0.0 0.0 0.0 0.000
H -2.5538 0.2942 -1.6788 0.1 -0.2 -0.2 0.001
C 2.3254 -0.5926 -3.6779 0.5 -0.1 0.1 0.001
H 2.2489 -1.4428 -4.3737 -0.2 0.2 0.2 0.000
H 2.4989 -1.0078 -2.6797 -0.3 0.1 -0.1 0.000
H 3.2322 -0.0371 -3.9521 -0.2 -0.1 0.0 0.000
N -3.5395 1.6743 1.0152 -1.0 0.7 0.1 0.008
C -3.9018 1.0278 2.1967 0.3 0.7 -0.4 -0.002
C -2.8522 0.2454 2.5350 0.6 0.0 -1.2 0.008
N -1.8875 0.3301 1.5205 -1.0 1.1 -0.3 0.003
C -2.3256 1.2357 0.6391 0.4 -0.7 1.2 0.024
H -4.0477 2.4339 0.5641 0.2 -0.6 0.3 0.001
H -4.8271 1.2342 2.6914 -0.2 0.1 0.1 0.000
H -2.7084 -0.3548 3.4181 0.0 -0.2 -0.3 0.004
H -1.7599 1.6419 -0.2019 -0.3 -0.4 0.3 0.000